a) 2 unconnected molecules or ions with the total composition CH2O2S2, computed with wB97M-V/def2-TZVPD.

Cartesian coordinates (Å):
C (0.9981, 0.1355, -0.0805)
O (-1.8929, 1.2168, 0.5866)
O (0.4006, -2.2840, 0.2114)
S (-2.7935, 0.9540, -0.5331)
S (1.4418, -1.4229, -0.3884)
H (1.7609, 0.8671, -0.2504)
H (0.0849, 0.5336, 0.4544)

The highest occupied orbital energy (spin up / spin down) comes out at -9.52 / -9.53 eV. For the HOMO-LUMO gap (spin up / spin down), the calculation gives 7.75 / 7.76 eV.

Atomic partial charges in e from the natural (NBO) method, atoms 1 to 6: -0.73 -0.71 -0.91 0.72 1.15 0.21


b) CH2O2S2 in the gas phase, computed with wB97M-V/def2-TZVPD.

Cartesian coordinates (Å):
O (-1.9745, -1.1124, 0.3119)
O (-0.5557, -1.3048, 0.4162)
C (0.1791, 0.0768, 0.2426)
S (-0.3842, 1.5428, 0.2927)
S (1.8401, -0.4729, 0.1535)
H (-2.0243, -1.1079, -0.6466)
H (2.0224, 0.7702, -0.3409)

The highest occupied orbital energy comes out at -9.65 eV. For the HOMO-LUMO gap, the calculation gives 9.32 eV. Its structure (SMILES) is OOC(=S)S.

Atomic partial charges in e from the natural (NBO) method, atoms 1 to 6: -0.41 -0.30 -0.11 0.10 0.10 0.46


Looking at the structures above, which would you pick as the most stable? I would pick a).